Record 1
78
Properties=species:S:1:pos:R:3 method="wB97M-V/def2-TZVPD" smiles="CC(C)c1cc(C(C)C)c(CC(=O)NS(=O)(=O)Oc2c(C(C)C)cccc2C(C)C)c(C(C)C)c1" e_homo_ev=-9.0 homo_lumo_gap_ev=9.73 largest_force_ev_per_a=1.53 total_charge=0 relative_energy_kj_mol=0.0
C 2.87 -2.66 -4.61
C 2.77 -1.46 -3.67
C 2.08 -0.28 -4.36
C 2.05 -1.82 -2.40
C 0.74 -2.28 -2.43
C 0.06 -2.61 -1.26
C -1.36 -3.13 -1.36
C -2.15 -2.54 -2.53
C -1.33 -4.66 -1.49
C 0.71 -2.50 -0.03
C -0.03 -2.86 1.24
C -0.77 -1.68 1.85
O -1.78 -1.77 2.48
N -0.16 -0.47 1.63
S -0.38 0.87 2.61
O -0.44 0.43 3.96
O 0.66 1.76 2.21
O -1.78 1.41 2.14
C -1.77 2.68 1.55
C -1.67 2.80 0.17
C -1.51 1.57 -0.69
C -2.45 1.59 -1.90
C -0.04 1.47 -1.14
C -1.69 4.08 -0.38
C -1.80 5.19 0.44
C -1.88 5.05 1.81
C -1.84 3.79 2.40
C -1.90 3.57 3.89
C -3.33 3.19 4.28
C -1.42 4.78 4.70
C 2.02 -2.01 0.02
C 2.81 -1.85 1.31
C 3.41 -0.44 1.46
C 3.91 -2.91 1.36
C 2.67 -1.69 -1.17
H 1.88 -2.97 -4.94
H 3.46 -2.40 -5.49
H 3.35 -3.50 -4.10
H 3.79 -1.15 -3.41
H 2.03 0.58 -3.69
H 1.07 -0.54 -4.66
H 2.64 0.01 -5.25
H 0.24 -2.39 -3.38
H -1.90 -2.86 -0.45
H -3.21 -2.77 -2.41
H -1.83 -2.95 -3.48
H -2.03 -1.46 -2.56
H -0.81 -5.12 -0.65
H -0.82 -4.95 -2.40
H -2.35 -5.06 -1.52
H -0.75 -3.66 1.08
H 0.67 -3.21 2.00
H 0.65 -0.45 1.02
H -1.75 0.70 -0.08
H -2.20 2.40 -2.58
H -3.48 1.71 -1.58
H -2.36 0.66 -2.45
H 0.14 0.51 -1.61
H 0.19 2.26 -1.84
H 0.61 1.57 -0.28
H -1.61 4.20 -1.44
H -1.82 6.18 0.00
H -1.95 5.93 2.43
H -1.25 2.73 4.12
H -3.39 3.01 5.35
H -4.02 3.99 4.02
H -3.64 2.29 3.76
H -1.34 4.50 5.74
H -0.45 5.11 4.35
H -2.13 5.60 4.63
H 2.16 -2.00 2.17
H 3.97 -0.40 2.39
H 4.08 -0.20 0.64
H 2.63 0.32 1.51
H 4.45 -2.85 2.30
H 4.62 -2.77 0.54
H 3.49 -3.91 1.26
H 3.68 -1.33 -1.14

***

Record 2
131
Properties=species:S:1:pos:R:3 method="wB97M-V/def2-TZVPD" e_homo_ev=1.2 homo_lumo_gap_ev=3.92 largest_force_ev_per_a=6.13 total_charge=-4
C -0.66 -12.52 -8.44
C -2.01 -13.22 -8.18
N -3.07 -12.32 -7.81
C -3.38 -11.93 -6.53
C -4.34 -10.97 -6.52
N -4.76 -10.91 -7.86
C -3.99 -11.72 -8.60
C -5.80 -10.01 -8.33
H 0.00 -13.28 -8.85
H -0.28 -12.08 -7.51
H -0.79 -11.76 -9.21
H -1.92 -14.02 -7.45
H -2.42 -13.63 -9.11
H -2.80 -12.32 -5.70
H -4.86 -10.42 -5.76
H -4.10 -11.97 -9.64
H -6.12 -9.20 -7.67
H -6.70 -10.60 -8.51
H -5.52 -9.45 -9.22
C -1.73 -9.08 -8.84
C -1.65 -7.59 -8.45
N -2.80 -7.27 -7.65
C -3.02 -7.55 -6.29
C -4.29 -7.00 -5.97
N -4.89 -6.46 -7.11
C -3.91 -6.56 -8.03
C -6.19 -5.97 -7.31
H -1.00 -9.24 -9.63
H -2.73 -9.29 -9.19
H -1.48 -9.65 -7.94
H -1.65 -6.91 -9.30
H -0.78 -7.41 -7.83
H -2.29 -8.13 -5.75
H -4.91 -7.14 -5.10
H -3.97 -6.21 -9.05
H -6.64 -6.49 -8.16
H -6.06 -4.90 -7.46
H -6.72 -6.08 -6.36
C -1.36 -7.15 -12.30
C -0.91 -6.41 -13.56
N -0.49 -5.08 -13.29
C 0.75 -4.86 -12.67
C 1.04 -3.51 -12.72
N -0.07 -2.94 -13.38
C -0.90 -3.90 -13.88
C -0.27 -1.52 -13.69
H -2.12 -6.67 -11.67
H -0.53 -7.51 -11.70
H -1.83 -8.07 -12.64
H -1.81 -6.43 -14.18
H -0.16 -7.00 -14.07
H 1.30 -5.64 -12.18
H 1.89 -2.92 -12.41
H -1.68 -3.66 -14.57
H -0.71 -1.43 -14.68
H 0.70 -1.04 -13.74
H -0.80 -1.01 -12.89
C 0.57 -5.30 2.98
C 0.92 -5.85 1.53
N -0.27 -6.03 0.65
C -1.31 -6.92 0.87
C -2.05 -7.12 -0.27
N -1.58 -6.26 -1.18
C -0.44 -5.63 -0.71
C -2.06 -6.10 -2.59
H -0.10 -4.44 3.03
H 1.49 -5.05 3.51
H 0.07 -6.09 3.54
H 1.34 -6.85 1.58
H 1.59 -5.17 1.01
H -1.42 -7.39 1.84
H -2.95 -7.67 -0.53
H 0.20 -4.97 -1.27
H -2.06 -7.03 -3.16
H -1.54 -5.35 -3.19
H -3.12 -5.83 -2.58
B -4.40 -9.08 -2.52
F -4.98 -7.86 -2.49
F -3.79 -9.45 -1.41
F -5.35 -10.00 -2.63
F -3.56 -9.26 -3.67
B -9.58 -4.58 -6.38
F -9.19 -4.45 -5.06
F -8.64 -3.99 -7.29
F -9.82 -5.95 -6.69
F -10.88 -4.00 -6.50
B -4.85 -8.61 -11.63
F -6.22 -8.65 -11.40
F -4.36 -7.55 -10.98
F -4.24 -9.76 -11.13
F -4.67 -8.46 -12.97
C 0.60 -9.91 -5.94
F 1.46 -10.93 -5.61
F 0.89 -9.58 -7.24
F -0.73 -10.25 -5.83
S 0.75 -8.29 -4.89
O 2.19 -7.95 -4.81
O -0.06 -7.33 -5.57
O 0.21 -8.61 -3.60
C -8.61 -10.19 -5.96
F -8.69 -9.65 -7.17
F -9.81 -10.54 -5.53
F -7.80 -11.19 -6.18
S -7.87 -8.90 -4.74
O -6.49 -8.70 -5.18
O -8.74 -7.70 -4.77
O -7.90 -9.57 -3.43
C -4.10 -2.59 -9.16
F -3.83 -2.71 -7.83
F -5.12 -3.42 -9.44
F -4.44 -1.37 -9.57
S -2.48 -3.27 -10.12
O -1.50 -2.20 -9.87
O -2.11 -4.53 -9.46
O -2.92 -3.39 -11.53
C 2.14 -7.69 -9.88
F 0.90 -7.44 -9.71
F 2.78 -6.59 -10.42
F 2.74 -7.92 -8.70
S 2.27 -9.11 -11.20
O 3.69 -9.31 -11.38
O 1.58 -10.34 -10.60
O 1.63 -8.55 -12.38
C -6.25 -4.74 -2.56
F -5.15 -4.98 -1.90
F -6.42 -3.40 -2.64
F -5.99 -5.19 -3.74
S -7.74 -5.74 -1.79
O -8.02 -4.97 -0.58
O -8.82 -5.63 -2.77
O -7.32 -7.11 -1.56

***

Record 3
93
Properties=species:S:1:pos:R:3 method="wB97M-V/def2-TZVPD" e_homo_ev=-7.9 homo_lumo_gap_ev=7.87 largest_force_ev_per_a=0.91 total_charge=0 relative_energy_kj_mol=35.5
Rb -0.93 1.12 1.33
Br 5.64 -3.93 1.36
C 5.01 -2.14 1.30
C 3.85 -1.81 1.97
C 3.37 -0.51 1.91
C 4.07 0.46 1.20
C 5.26 0.12 0.57
C 5.73 -1.18 0.60
N 3.63 1.80 1.14
C 2.42 2.00 0.85
C 1.80 3.34 0.82
C 2.40 4.43 1.45
C 1.74 5.64 1.40
C 0.52 5.72 0.75
C 0.00 4.58 0.16
N 0.63 3.41 0.18
H 3.31 -2.56 2.54
H 2.46 -0.25 2.44
H 5.82 0.89 0.04
H 6.65 -1.45 0.09
H 1.75 1.16 0.59
H 3.34 4.30 1.95
H 2.16 6.51 1.89
H -0.04 6.65 0.71
H -0.96 4.60 -0.33
F -3.33 1.95 4.86
C -3.43 2.98 4.00
F -4.60 2.83 3.36
F -3.52 4.10 4.75
C -2.20 3.05 3.03
O -1.10 2.85 3.57
O -2.48 3.26 1.84
N -0.70 0.49 5.16
C -0.14 -0.37 4.31
O 0.52 -0.01 3.33
C -0.29 -1.87 4.49
I -1.49 -2.57 6.11
H -0.76 1.46 4.85
H -1.35 0.16 5.85
H 0.70 -2.30 4.62
H -0.73 -2.26 3.58
C 2.31 0.20 -2.05
N 1.33 0.63 -3.04
C 1.81 0.90 -4.37
C 0.05 0.85 -2.69
O -0.41 0.70 -1.57
H 2.93 -0.59 -2.47
H 1.78 -0.18 -1.18
H 2.95 1.03 -1.75
H 2.25 0.00 -4.81
H 2.57 1.68 -4.36
H 0.98 1.22 -5.00
H -0.57 1.18 -3.54
C -3.43 -0.19 -3.01
C -4.13 -0.85 -1.83
N -3.31 -0.92 -0.63
C -3.69 -0.54 0.61
S -3.14 -1.38 1.97
N -4.49 0.54 0.76
C -4.56 1.72 -0.11
C -5.98 2.05 -0.53
H -4.12 -0.13 -3.86
H -2.57 -0.78 -3.32
H -3.08 0.81 -2.76
H -4.43 -1.86 -2.10
H -5.05 -0.32 -1.58
H -2.61 -1.66 -0.60
H -4.70 0.72 1.73
H -3.91 1.55 -0.97
H -4.13 2.55 0.44
H -6.44 1.24 -1.11
H -5.99 2.95 -1.14
H -6.60 2.23 0.34
C 3.31 -5.17 -1.87
C 3.39 -3.67 -1.61
N 2.34 -3.19 -0.72
C 1.08 -2.87 -1.05
S -0.02 -2.37 0.12
N 0.77 -2.94 -2.37
C -0.53 -2.57 -2.91
C -1.56 -3.68 -2.83
H 4.11 -5.48 -2.55
H 2.36 -5.45 -2.32
H 3.42 -5.72 -0.94
H 3.36 -3.10 -2.54
H 4.34 -3.42 -1.14
H 2.54 -3.13 0.27
H 1.40 -3.42 -2.98
H -0.37 -2.26 -3.94
H -0.86 -1.69 -2.35
H -1.23 -4.56 -3.39
H -2.51 -3.35 -3.25
H -1.72 -3.97 -1.79

***

Record 4
81
Properties=species:S:1:pos:R:3 method="wB97M-V/def2-TZVPD" e_homo_ev="-12.7 / -12.1" homo_lumo_gap_ev="6.71 / 3.38" largest_force_ev_per_a=3.70 s2=8.97 spin_multiplicity=6 total_charge=+2 relative_energy_kj_mol=131.4
C 5.21 -1.72 -7.80
C 5.47 -0.88 -6.68
C 6.78 -0.30 -6.55
C 7.72 -0.54 -7.58
N 7.39 -1.30 -8.62
C 6.21 -1.89 -8.76
C 4.48 -0.64 -5.63
C 3.87 -0.62 -4.55
C 3.53 -0.85 -3.20
C 2.44 -0.18 -2.71
C 2.25 -0.09 -1.31
C 2.92 -1.07 -0.49
C 4.07 -1.69 -0.90
C 4.40 -1.55 -2.27
Mn 1.11 0.98 0.22
P 0.08 2.81 -0.72
H 7.07 0.32 -5.72
H 4.25 -2.23 -7.95
H 8.71 -0.11 -7.54
H 6.06 -2.51 -9.65
H 5.31 -2.01 -2.58
H 1.78 0.49 -3.36
H 4.67 -2.37 -0.30
H 1.80 1.04 -1.25
C -0.75 3.18 0.89
C -0.89 4.63 1.29
H -0.22 2.62 1.68
H -1.72 2.68 0.81
H -1.43 4.68 2.25
H 0.07 5.12 1.45
H -1.48 5.22 0.58
C 1.37 4.05 -1.26
C 1.59 4.21 -2.77
H 2.32 3.66 -0.86
H 1.13 4.99 -0.75
H 2.52 4.77 -2.90
H 1.72 3.23 -3.27
H 0.78 4.77 -3.26
C -1.21 3.05 -2.00
C -1.78 4.48 -2.00
H -2.00 2.29 -1.84
H -0.73 2.82 -2.96
H -2.32 4.66 -2.94
H -2.49 4.65 -1.18
H -0.99 5.24 -1.94
Br 2.16 -2.48 0.88
P 3.71 1.64 2.08
C 2.77 3.14 1.66
C 3.16 4.38 2.46
H 1.68 2.95 1.76
H 3.02 3.30 0.61
H 2.89 5.32 1.96
H 2.68 4.35 3.44
H 4.26 4.41 2.60
C 2.71 0.23 2.54
C 3.33 -0.44 3.81
H 2.76 -0.52 1.71
H 1.68 0.54 2.74
H 2.55 -0.99 4.39
H 4.12 -1.17 3.54
H 3.76 0.35 4.46
C 4.90 1.23 0.76
C 6.26 1.94 0.90
H 4.37 1.51 -0.17
H 5.01 0.14 0.73
H 7.02 1.51 0.23
H 6.20 3.02 0.67
H 6.62 1.84 1.93
C -4.38 -0.58 0.57
N -3.29 -1.55 0.55
C -3.47 -2.89 0.85
C -2.23 -3.45 0.90
N -1.30 -2.47 0.62
C -1.96 -1.30 0.38
S -1.19 0.07 -0.17
H -4.36 -0.02 1.52
H -4.27 0.12 -0.27
H -5.32 -1.14 0.52
H -4.42 -3.30 1.07
H -1.94 -4.45 1.14
H -0.28 -2.58 0.63

***

Record 5
84
Properties=species:S:1:pos:R:3 method="wB97M-V/def2-TZVPD" e_homo_ev="-7.5 / -7.4" homo_lumo_gap_ev="6.85 / 5.51" largest_force_ev_per_a=2.99 s2=16.04 spin_multiplicity=8 total_charge=0 relative_energy_kj_mol=0.0
Gd 1.12 0.38 -0.87
C 0.45 -2.27 -7.43
C 0.01 -1.34 -6.31
N 0.18 -1.99 -5.03
C 0.68 -1.40 -3.91
S 1.23 0.22 -3.85
N 0.57 -2.20 -2.84
N 1.25 -1.86 -1.71
C 2.16 -2.73 -1.33
C 2.16 -4.15 -1.81
C 3.21 -2.26 -0.46
C 4.37 -3.05 -0.28
C 5.30 -2.68 0.68
C 5.15 -1.47 1.35
C 4.01 -0.69 1.05
N 3.15 -0.99 0.07
H 0.33 -1.74 -8.39
H -0.09 -3.24 -7.46
H 1.55 -2.52 -7.38
H -1.03 -1.06 -6.37
H 0.38 -0.31 -6.42
H -0.13 -2.95 -4.85
H 1.19 -4.31 -2.36
H 2.26 -4.73 -0.90
H 2.96 -4.29 -2.50
H 4.45 -3.96 -0.76
H 6.16 -3.36 1.00
H 5.85 -1.14 2.10
H 3.78 0.23 1.59
S 2.79 2.73 -0.45
C 1.48 3.36 -1.40
N 0.46 2.67 -1.87
C -0.47 3.39 -2.64
C -1.72 2.92 -3.23
C -2.54 3.89 -3.84
C -2.14 5.26 -3.88
C -0.98 5.68 -3.27
C -0.17 4.74 -2.67
S 1.33 5.09 -1.82
H -1.93 1.85 -3.24
H -3.42 3.59 -4.40
H -2.75 5.96 -4.42
H -0.74 6.74 -3.35
C -3.06 0.30 0.46
C -2.58 0.86 1.82
C -3.71 0.68 2.86
C -2.45 2.40 1.58
P -0.83 0.17 2.23
N -0.04 -0.01 0.91
C -1.03 -1.69 2.86
C -1.66 -1.90 4.25
C -1.94 -2.40 1.81
C 0.44 -2.31 2.81
C -0.07 1.08 3.66
C 0.59 2.31 2.98
C -0.97 1.57 4.80
C 1.09 0.29 4.31
H -4.05 0.80 0.27
H -3.24 -0.80 0.43
H -2.40 0.60 -0.38
H -4.40 1.50 2.97
H -3.22 0.47 3.77
H -4.23 -0.31 2.58
H -2.37 3.03 2.50
H -3.38 2.71 1.07
H -1.55 2.60 0.91
H -2.76 -1.83 4.25
H -1.26 -1.30 5.05
H -1.52 -2.98 4.57
H -2.96 -2.09 1.94
H -1.92 -3.48 2.10
H -1.62 -2.23 0.78
H 0.93 -2.34 3.80
H 1.07 -1.80 2.13
H 0.41 -3.41 2.59
H -0.11 2.97 2.45
H 1.38 2.03 2.29
H 1.17 2.96 3.72
H -1.83 2.12 4.34
H -0.38 2.23 5.49
H -1.34 0.70 5.34
H 1.92 0.05 3.64
H 0.55 -0.53 4.84
H 1.44 0.99 5.10